<i>
Molecular formula: C2H5N3S
Method: DFT, ωB97M-V/def2-TZVPD

Structure (XYZ):
```
11
Properties=species:S:1:pos:R:3:nbo_charge:R:1
H 0.00806 2.93813 -0.09538 0.348
N 0.48694 2.07718 0.04558 -0.624
C -0.35163 1.14684 0.03125 0.265
N -0.08224 -0.21334 -0.01837 -0.303
N -1.22952 -1.09534 0.06662 -0.621
C 1.15275 -0.78074 -0.02970 -0.118
S 2.64442 -0.13232 0.03532 -0.006
H -1.45640 1.27234 -0.04488 0.164
H -1.05058 -1.70358 0.86756 0.359
H -1.18341 -1.66967 -0.77123 0.358
H 1.06161 -1.83949 -0.08679 0.179
```

Its HOMO-LUMO gap is 8.43 eV. As for the structure (SMILES): [H]/N=C/N(N)C=S. As for the HOMO energy: -8.20 eV. As for the net charge: 0. As for the multiplicity: 1.

<ii>
Molecular formula: C2H5N3S
Method: DFT, ωB97M-V/def2-TZVPD

Structure (XYZ):
```
11
Properties=species:S:1:pos:R:3:nbo_charge:R:1
H -2.87468 1.50857 0.01207 0.352
N -2.14345 0.88563 0.31859 -0.674
C -1.14377 0.94849 -0.45615 0.277
N -0.01388 0.18164 -0.22079 -0.562
S -0.02786 -0.87388 1.15354 0.193
C 1.07887 0.24208 -1.07113 0.280
N 2.12356 -0.45322 -0.86721 -0.707
H 2.83424 -0.22555 -1.57850 0.358
H -1.01827 1.60207 -1.31582 0.160
H 1.20844 -1.30348 0.86740 0.157
H 0.92180 0.95876 -1.89222 0.166
```

Its HOMO-LUMO gap is 9.26 eV. As for the structure (SMILES): [H]/N=C/N(S)/C=N/[H]. As for the HOMO energy: -8.56 eV. As for the net charge: 0. As for the multiplicity: 1.

Which structure wins on stability? <ii> wins.

<i>
Molecular formula: C2H5N3S
Method: DFT, ωB97M-V/def2-TZVPD

Structure (XYZ):
```
11
Properties=species:S:1:pos:R:3:nbo_charge:R:1
C 0.57543 0.40971 -0.20879 -0.088
C 0.87411 1.50457 0.63324 -0.534
N -0.79069 0.52217 2.14544 -0.958
N -0.32309 -0.50026 0.03476 -0.136
N -0.42638 -1.47049 -0.87256 -0.601
S 0.23985 1.69671 2.15665 0.892
H 1.21518 0.39066 -1.04536 0.152
H 1.71630 2.01486 0.28479 0.225
H -1.37085 0.63254 2.94436 0.347
H -1.36064 -1.69820 -1.02917 0.379
H 0.29869 -1.30371 -1.67752 0.321
```

Its HOMO-LUMO gap (alpha / beta) is 7.42 / 7.42 eV. As for the HOMO energy (alpha / beta): -7.54 / -7.51 eV. As for the net charge: 0. As for the multiplicity: 1.

<ii>
Molecular formula: C2H5N3S
Method: DFT, ωB97M-V/def2-TZVPD

Structure (XYZ):
```
11
Properties=species:S:1:pos:R:3:nbo_charge:R:1
H 1.93718 1.10013 -0.63053 0.343
N 2.53282 0.24148 -0.44256 -0.641
C 1.82779 -0.69161 0.01540 0.268
N 0.48556 -0.77876 0.41631 -0.641
C -0.48038 0.12808 0.12348 0.287
N -0.03685 1.40876 0.23671 -0.815
S -2.08589 -0.26859 -0.19833 -0.212
H 2.35526 -1.64762 0.26545 0.171
H 0.13074 -1.74060 0.33995 0.423
H 0.66930 1.71285 0.90324 0.405
H -0.67356 2.15356 -0.01134 0.415
```

Its HOMO-LUMO gap is 9.14 eV. As for the structure (SMILES): [H]/N=C\NC(N)=S. As for the HOMO energy: -8.78 eV. As for the net charge: 0. As for the multiplicity: 1.

Which structure wins on stability? <ii> wins.

<i>
Molecular formula: C4H5N2O
Method: DFT, ωB97M-V/def2-TZVPD

Structure (XYZ):
```
12
Properties=species:S:1:pos:R:3:nbo_charge:R:1
C -1.60311 0.11837 -0.24676 -0.130
C -1.47049 1.25084 0.31695 0.340
C 1.91824 0.51392 -0.32161 0.534
C 0.14805 -1.25062 0.34745 -0.066
N -0.53333 -0.57265 -0.76064 -0.180
N 0.57413 0.15849 0.03143 -0.343
O 2.91230 0.01211 0.10163 -0.408
H -2.58185 -0.06401 -0.68150 0.319
H -1.54577 2.13108 0.93460 0.282
H 1.87507 1.39758 -0.95384 0.151
H -0.50026 -1.51854 1.13797 0.225
H 0.80701 -2.17657 0.09430 0.277
```

Its HOMO-LUMO gap (alpha / beta) is 7.70 / 7.70 eV. As for the HOMO energy (alpha / beta): -15.25 / -15.25 eV. As for the net charge: +1. As for the multiplicity: 1.

<ii>
Molecular formula: C4H5N2O
Method: DFT, ωB97M-V/def2-TZVPD

Structure (XYZ):
```
12
Properties=species:S:1:pos:R:3:nbo_charge:R:1
C 3.21519 -0.50304 0.29463 0.049
C 2.64002 0.50452 -0.39679 0.441
C 1.05414 -0.85112 0.20499 0.567
C -0.86865 0.22383 0.23630 -0.312
N 2.25745 -1.32501 0.64414 -0.483
N 1.75957 0.86318 -1.13496 -0.490
O 0.20511 -0.19595 0.92515 -0.387
H -1.29511 -0.47984 -0.53272 0.232
H -0.72069 1.14971 -0.33492 0.220
H -1.67796 0.56646 1.06475 0.247
H 2.39638 -2.28602 0.87024 0.461
H 1.65203 0.98851 -2.09711 0.456
```

Its HOMO-LUMO gap is 7.73 eV. As for the HOMO energy: -14.21 eV. As for the net charge: +1. As for the multiplicity: 1.

Which structure wins on stability? <i> wins.